{"formula": "C34H43BGeO5Pd", "method": "ωB97M-V with the def2-TZVPD basis set", "multiplicity": 5, "charge": 2, "gap_ev": [5.8, 4.8], "max_force_ev_per_a": 1.33, "energy_ha": -3926.64695, "species": ["Pd", "O", "C", "C", "C", "C", "C", "C", "C", "C", "C", "C", "C", "C", "C", "C", "C", "H", "H", "H", "H", "H", "H", "H", "H", "H", "H", "H", "O", "C", "O", "H", "C", "C", "C", "C", "Ge", "C", "C", "C", "C", "H", "H", "H", "H", "H", "H", "H", "H", "H", "H", "H", "H", "H", "H", "H", "H", "H", "H", "H", "C", "C", "C", "C", "C", "C", "C", "C", "O", "B", "O", "C", "C", "H", "H", "H", "H", "H", "H", "H", "H", "H", "H", "H", "H"], "positions_angstrom": [[-0.463, 0.037, -1.962], [-1.847, 1.393, -0.241], [-0.667, 1.150, -0.361], [1.232, 6.667, 1.827], [0.250, 6.152, 2.674], [-0.169, 4.850, 2.537], [0.382, 4.002, 1.537], [1.365, 4.555, 0.672], [1.781, 5.860, 0.831], [-0.052, 2.673, 1.456], [0.398, 1.717, 0.433], [1.756, 1.288, 0.319], [2.641, 1.540, 1.391], [3.950, 1.102, 1.352], [4.427, 0.422, 0.238], [3.582, 0.184, -0.848], [2.273, 0.609, -0.808], [1.572, 7.686, 1.948], [-0.178, 6.776, 3.447], [-0.923, 4.447, 3.202], [1.812, 3.939, -0.099], [2.558, 6.259, 0.191], [-0.850, 2.342, 2.110], [2.271, 2.060, 2.264], [4.603, 1.287, 2.194], [5.453, 0.081, 0.208], [3.958, -0.328, -1.723], [1.656, 0.442, -1.693], [-2.154, 0.417, -4.497], [-1.578, -0.798, -4.596], [-0.676, -1.143, -3.874], [-2.040, -1.424, -5.360], [-0.911, -4.841, -4.362], [-0.834, -4.419, -2.901], [0.519, -3.822, -2.539], [0.602, -3.303, -1.110], [-0.676, -1.990, -0.432], [-2.607, -2.284, -0.419], [-3.412, -1.721, -1.593], [-4.892, -2.101, -1.513], [-5.150, -3.570, -1.824], [-1.897, -5.229, -4.616], [-0.183, -5.621, -4.585], [-0.693, -3.999, -5.024], [-1.035, -5.280, -2.257], [-1.627, -3.692, -2.686], [0.767, -3.024, -3.242], [1.293, -4.585, -2.661], [1.600, -2.940, -0.858], [0.405, -4.126, -0.404], [-0.126, -1.362, 0.859], [-2.982, -1.876, 0.522], [-2.721, -3.371, -0.364], [-3.007, -2.100, -2.539], [-3.307, -0.632, -1.610], [-5.453, -1.475, -2.210], [-5.269, -1.857, -0.516], [-4.784, -3.830, -2.820], [-6.215, -3.794, -1.796], [-4.664, -4.233, -1.106], [2.668, 6.410, -1.779], [2.291, 6.012, -3.219], [1.795, 7.262, -3.986], [3.525, 5.450, -3.923], [1.148, 5.035, -3.187], [-0.068, 5.427, -2.492], [-1.197, 4.657, -2.445], [-1.112, 3.443, -3.118], [-2.044, 2.505, -3.255], [-1.435, 1.464, -3.981], [-0.118, 1.796, -4.313], [0.089, 3.024, -3.780], [1.215, 3.790, -3.830], [3.483, 7.132, -1.825], [3.014, 5.545, -1.210], [1.847, 6.882, -1.240], [2.614, 7.980, -4.032], [0.956, 7.751, -3.491], [1.504, 7.012, -5.006], [4.324, 6.189, -3.883], [3.335, 5.237, -4.976], [3.895, 4.545, -3.436], [-0.070, 6.388, -1.997], [-2.100, 4.957, -1.932], [2.099, 3.456, -4.350]], "atomic_forces_ev_per_a": [[0.1130, -0.5020, -0.1260], [-0.0462, -0.0873, -0.1991], [0.2298, 0.2704, 0.2006], [-0.0728, -0.0847, 0.0607], [-0.0269, 0.0491, -0.0163], [0.0073, -0.0234, -0.0034], [-0.0308, 0.0443, -0.0321], [-0.0053, 0.0514, 0.0172], [0.1779, 0.0982, 0.7015], [-0.0654, -0.0498, 0.0231], [0.0301, -0.1043, -0.0342], [-0.0367, 0.0056, -0.0001], [0.0046, 0.0111, 0.0092], [0.0027, -0.0038, -0.0052], [-0.0115, 0.0066, 0.0192], [-0.0043, -0.0029, -0.0275], [0.0676, -0.0343, 0.0141], [0.0179, 0.0080, 0.0184], [-0.0036, 0.0003, 0.0059], [0.0035, -0.0024, 0.0017], [0.0058, -0.0505, -0.0016], [-0.3316, -0.1906, 1.2759], [0.0238, 0.0061, 0.0322], [-0.0002, 0.0017, 0.0023], [-0.0002, 0.0028, 0.0005], [0.0000, -0.0017, -0.0025], [0.0028, 0.0034, 0.0007], [-0.0026, 0.0264, 0.0044], [0.2581, -0.0269, 0.0080], [-0.0495, 0.0132, 0.0348], [-0.1408, 0.0366, -0.0468], [0.0315, 0.0021, -0.0215], [0.0044, -0.0092, -0.0027], [-0.0283, 0.0220, 0.0188], [0.0315, 0.0426, -0.0080], [-0.0536, -0.0949, 0.1463], [-0.0302, 0.3556, -0.0081], [0.0630, -0.1258, 0.0022], [0.0256, -0.0060, 0.0111], [-0.0145, 0.0311, -0.0072], [0.0152, -0.0124, 0.0030], [-0.0011, -0.0042, -0.0025], [0.0031, 0.0035, 0.0054], [-0.0091, 0.0023, -0.0021], [-0.0080, 0.0076, 0.0082], [0.0314, -0.0104, -0.0349], [0.0008, -0.0113, 0.0047], [-0.0143, -0.0072, -0.0249], [-0.0145, 0.0734, -0.0277], [0.0366, 0.0020, -0.0171], [-0.0376, -0.1020, 0.0784], [0.0279, 0.0428, -0.0059], [-0.0069, 0.0048, -0.0085], [-0.0063, 0.0122, -0.0015], [-0.0228, 0.0278, 0.0221], [0.0042, -0.0228, -0.0210], [-0.0006, 0.0187, -0.0034], [-0.0044, 0.0030, -0.0012], [-0.0002, 0.0033, 0.0037], [-0.0047, -0.0005, 0.0005], [0.0364, 0.0984, -0.9500], [0.0771, -0.0013, -0.1057], [-0.0022, 0.0288, 0.0139], [-0.0122, 0.0022, -0.0085], [0.0342, 0.0231, 0.0130], [0.0169, 0.0135, 0.0159], [-0.0484, -0.0258, -0.0124], [-0.0007, 0.0149, 0.0567], [-0.0410, -0.0288, -0.0491], [-0.4215, 0.1772, -0.1377], [0.0274, 0.0037, 0.1092], [0.0707, 0.0030, 0.0139], [-0.0174, -0.0225, 0.0013], [0.0534, 0.0314, -0.0335], [0.0343, -0.0005, -0.4994], [0.0605, -0.0171, -0.4879], [0.0067, -0.0046, 0.0026], [-0.0044, -0.0023, -0.0052], [-0.0034, -0.0016, 0.0039], [-0.0026, 0.0083, -0.0074], [0.0002, -0.0174, 0.0040], [0.0088, -0.0013, 0.0047], [-0.0185, -0.0067, 0.0173], [0.0081, 0.0073, 0.0022], [0.0031, -0.0005, -0.0036]], "lowdin_charge": [0.639, 0.102, -0.411, -0.037, -0.054, -0.010, -0.224, -0.025, -0.104, 0.015, -0.132, -0.199, 0.010, -0.034, -0.031, -0.053, -0.046, 0.116, 0.117, 0.122, 0.105, 0.058, 0.133, 0.127, 0.122, 0.121, 0.117, 0.071, 0.255, -0.207, 0.026, 0.186, -0.092, -0.277, -0.288, -0.329, 1.036, -0.329, -0.306, -0.254, -0.096, 0.077, 0.084, 0.065, 0.123, 0.067, 0.088, 0.124, 0.062, 0.085, -0.020, 0.080, 0.069, 0.075, 0.085, 0.111, 0.115, 0.075, 0.080, 0.069, -0.047, -0.530, -0.002, -0.041, -0.061, 0.073, 0.090, -0.120, 0.289, -0.674, 0.260, -0.115, 0.118, 0.120, 0.082, 0.074, 0.107, 0.091, 0.103, 0.102, 0.098, 0.097, 0.135, 0.154, 0.141]}